No. 1
# C41H39N7O5S3Tc

C41H39N7O5S3Tc as an isolated structure (the ωB97M-V functional and the def2-TZVPD basis, the Open Molecules 2025 dataset).

Geometry as XYZ:
```
96
Properties=species:S:1:pos:R:3:mulliken_charge:R:1
Tc -0.05 -0.83 1.79 0.377
C -2.14 -3.23 4.73 -1.949
C -1.18 -2.43 3.93 0.687
N -1.49 -1.78 2.86 1.775
N -2.76 -1.77 2.36 -1.649
C -2.79 -1.05 1.27 0.279
O -1.73 -0.44 0.81 -0.294
C -4.04 -0.89 0.51 0.286
C -4.05 -0.08 -0.63 -0.213
C -5.22 0.07 -1.35 -0.734
C -6.37 -0.59 -0.95 -0.466
C -6.36 -1.40 0.17 -0.710
C -5.20 -1.56 0.91 -0.329
C 0.25 -2.34 4.28 0.766
C 0.80 -2.97 5.38 -0.869
C 2.16 -2.85 5.62 -0.626
C 2.94 -2.11 4.75 -1.068
C 2.33 -1.51 3.66 -0.355
N 1.02 -1.61 3.44 0.687
H -3.15 -3.07 4.37 0.388
H -2.09 -2.95 5.79 0.410
H -1.90 -4.29 4.66 0.361
H -3.14 0.42 -0.93 0.428
H -5.23 0.70 -2.23 0.485
H -7.28 -0.47 -1.52 0.412
H -7.26 -1.92 0.48 0.425
H -5.18 -2.19 1.78 0.487
H 0.17 -3.56 6.03 0.519
H 2.61 -3.34 6.47 0.448
H 4.01 -2.01 4.89 0.497
H 2.91 -0.98 2.92 0.594
S 1.68 0.50 0.64 -0.080
C 1.66 1.08 -0.97 -0.199
N 2.52 2.02 -1.32 -0.012
C 2.28 2.88 -2.49 -0.663
C 1.64 2.14 -3.62 -0.714
N 0.58 1.27 -3.15 0.325
C -0.43 0.95 -4.16 -1.459
C -1.31 2.16 -4.42 0.733
C -1.50 2.65 -5.70 -0.394
C -2.33 3.74 -5.92 -0.647
C -2.97 4.35 -4.86 -0.434
C -2.78 3.87 -3.57 -0.835
C -1.95 2.78 -3.35 -0.104
C 0.68 0.56 -2.01 0.441
S -0.13 -0.83 -1.70 -0.349
C 3.58 2.54 -0.42 -1.255
C 3.29 3.96 0.01 0.529
C 4.16 4.98 -0.35 -0.479
C 3.90 6.29 0.03 -0.633
C 2.75 6.59 0.76 -0.469
C 1.87 5.57 1.10 -0.862
C 2.14 4.26 0.74 0.151
H 3.24 3.29 -2.80 0.437
H 1.66 3.71 -2.15 0.394
H 2.37 1.54 -4.18 0.298
H 1.20 2.87 -4.30 0.394
H -1.01 0.11 -3.81 0.486
H 0.08 0.65 -5.08 0.397
H -1.00 2.17 -6.54 0.378
H -2.47 4.11 -6.93 0.407
H -3.61 5.20 -5.03 0.406
H -3.28 4.34 -2.73 0.432
H -1.81 2.40 -2.34 0.396
H 4.51 2.50 -0.99 0.486
H 3.66 1.86 0.42 0.447
H 5.06 4.76 -0.91 0.401
H 4.58 7.08 -0.24 0.410
H 2.54 7.61 1.04 0.411
H 0.97 5.80 1.65 0.454
H 1.44 3.47 0.98 0.469
N -0.02 2.66 5.07 -0.430
C 0.42 1.96 4.03 0.834
N 1.73 1.91 3.81 -0.166
S -0.75 1.22 3.02 -0.425
H 0.59 3.19 5.67 0.192
H -1.01 2.66 5.27 0.233
H 2.38 2.41 4.40 0.242
H 2.07 1.56 2.92 -0.179
O 2.41 -2.65 1.09 -0.539
C 1.37 -3.09 0.64 0.123
O 0.18 -2.59 0.93 -0.197
C 1.31 -4.25 -0.30 0.295
C 2.52 -4.80 -0.74 -0.409
C 2.56 -5.87 -1.62 -1.059
C 1.34 -6.36 -2.04 1.055
O 1.09 -7.37 -2.87 -0.376
C -0.33 -7.49 -2.99 -0.227
O -0.90 -6.47 -2.17 -0.393
C 0.12 -5.80 -1.60 0.913
C 0.07 -4.74 -0.74 -0.906
H 3.44 -4.38 -0.36 0.579
H 3.49 -6.31 -1.95 0.478
H -0.64 -8.47 -2.62 0.297
H -0.62 -7.33 -4.03 0.302
H -0.86 -4.31 -0.41 0.623
```

LUMO energy (alpha / beta) = -0.1857 / -0.3113 Eh
highest occupied orbital energy (alpha / beta) = -12.17 / -11.75 eV
molar mass = 904.0 g mol⁻¹
total energy = -3620.21082 hartree
max |F| = 2.595 eV/Å
energy relative to the best compared isomer or geometry (same formula, charge and spin) = 74.0 kJ/mol
2S+1 = 4
total charge = +2

***

No. 2
# C13H23GdN5S

C13H23GdN5S as an isolated structure (the ωB97M-V functional and the def2-TZVPD basis, the Open Molecules 2025 dataset).

Geometry as XYZ:
```
43
Properties=species:S:1:pos:R:3:mulliken_charge:R:1
Gd -0.20 -0.10 -0.22 1.319
N 2.03 1.01 -0.86 -0.485
C 2.00 2.41 -0.33 -0.694
C 0.71 3.08 -0.73 -0.686
N -0.50 2.43 -0.14 0.310
C -0.66 2.81 1.29 -0.776
C -1.13 1.70 2.22 -0.698
N -0.19 0.54 2.19 -0.462
C -1.69 2.78 -0.97 -0.728
C -2.92 1.95 -0.65 -0.821
N -2.62 0.50 -0.84 -0.442
H 2.86 0.53 -0.51 0.310
H 2.17 1.04 -1.87 0.299
H 2.84 2.99 -0.71 0.537
H 2.12 2.36 0.76 0.328
H 0.61 3.06 -1.81 0.412
H 0.72 4.13 -0.43 0.379
H -1.37 3.65 1.36 0.344
H 0.29 3.19 1.66 0.464
H -2.12 1.33 1.96 0.334
H -1.20 2.10 3.23 0.513
H -0.54 -0.20 2.80 0.329
H 0.71 0.80 2.59 0.296
H -1.42 2.65 -2.01 0.429
H -1.93 3.84 -0.83 0.430
H -3.73 2.26 -1.31 0.527
H -3.27 2.10 0.37 0.295
H -2.76 0.26 -1.82 0.331
H -3.32 -0.05 -0.36 0.294
S -1.29 -4.95 -0.60 -0.079
C -1.66 -3.31 -0.50 -0.019
N -0.63 -2.49 -0.37 -0.279
C 0.56 -3.23 -0.30 0.741
C 1.85 -2.69 -0.13 0.010
C 2.92 -3.55 -0.08 -0.909
C 2.73 -4.94 -0.18 -0.619
C 1.47 -5.48 -0.34 -0.553
C 0.39 -4.60 -0.39 0.481
H -2.68 -2.97 -0.57 0.394
H 2.02 -1.63 -0.03 -0.180
H 3.92 -3.17 0.05 0.439
H 3.59 -5.60 -0.14 0.434
H 1.33 -6.55 -0.43 0.454
```

LUMO energy (alpha / beta) = -0.3631 / -0.5177 Eh
highest occupied orbital energy (alpha / beta) = -17.72 / -17.72 eV
molar mass = 438.7 g mol⁻¹
total energy = -1945.88023 hartree
max |F| = 0.383 eV/Å
2S+1 = 8
total charge = +3

***

No. 3
# C17H82Br2N2O38

A 33-piece molecular cluster, C17H82Br2N2O38 overall (the ωB97M-V functional and the def2-TZVPD basis, the Open Molecules 2025 dataset).

Geometry as XYZ:
```
141
Properties=species:S:1:pos:R:3:mulliken_charge:R:1
C -1.36 3.47 2.75 -0.894
C -1.79 2.52 1.48 0.208
O -1.24 3.00 0.17 0.638
C -0.66 1.77 -0.46 -0.451
C -1.62 0.54 -1.06 0.490
O -3.08 0.77 -0.95 -0.307
C -3.42 1.67 -2.09 -0.326
C -4.56 2.80 -1.73 0.360
C -3.98 4.18 -1.06 -0.471
O -5.21 3.21 -3.02 -0.606
C -0.97 -0.85 -1.73 -0.023
O -1.83 -1.94 -2.21 -0.063
C -2.42 -1.62 -3.55 0.203
N -2.66 -1.65 -4.84 -0.595
C 0.66 -0.97 -1.79 0.484
C 1.53 -2.24 -2.36 0.123
Br 0.78 -3.14 -3.98 -0.231
C 1.93 -3.30 -1.13 -0.126
C 3.48 -3.00 -0.59 -0.819
Br 0.75 -3.01 0.51 -0.041
C 1.53 0.30 -1.17 -0.570
C 0.97 1.68 -0.49 0.931
C 2.16 2.67 0.04 0.068
O 2.12 3.94 0.48 -0.553
N 3.38 1.73 -0.08 -0.153
C 3.14 0.55 -1.04 -0.352
O 4.20 -0.03 -1.62 -0.549
H -0.40 4.10 2.51 0.152
H -2.25 4.12 3.18 0.187
H -1.06 2.72 3.63 0.333
H -1.33 1.46 1.65 0.316
H -2.97 2.38 1.42 -0.112
H -3.87 0.95 -2.93 0.221
H -2.48 2.20 -2.57 0.221
H -5.44 2.40 -1.05 -0.064
H -3.69 4.03 0.08 0.050
H -4.76 5.08 -1.05 0.125
H -2.98 4.58 -1.58 0.103
H -5.35 4.22 -2.98 0.325
H 2.59 -1.78 -2.69 0.374
H 1.92 -4.41 -1.51 0.512
H 3.43 -2.06 0.15 0.137
H 4.18 -2.65 -1.48 0.294
H 3.95 -3.91 -0.01 0.319
H 3.74 1.36 0.85 0.326
O 6.51 2.80 -0.45 -0.673
H 5.67 2.32 -0.49 0.372
H 7.12 2.17 -0.03 0.293
O 7.49 0.55 1.68 -0.552
H 8.18 -0.13 1.74 0.280
H 7.23 0.71 2.60 0.293
O 5.93 -0.22 -4.06 -0.620
H 6.87 -0.30 -3.82 0.301
H 5.53 0.21 -3.29 0.349
O -1.43 -5.47 1.82 -0.597
H -0.98 -4.68 1.48 0.273
H -2.33 -5.17 1.99 0.252
O -5.96 5.18 -5.34 -0.668
H -5.89 4.29 -4.96 0.362
H -5.14 5.29 -5.84 0.326
O -3.40 6.43 -5.57 -0.644
H -3.62 7.33 -5.84 0.328
H -3.09 6.53 -4.65 0.312
O -3.63 -5.18 -3.33 -0.651
H -4.55 -4.95 -3.15 0.309
H -3.17 -4.33 -3.34 0.318
O -7.16 4.77 -2.15 -0.524
H -7.62 4.39 -1.39 0.294
H -7.65 4.44 -2.91 0.280
O -0.94 6.66 2.48 -0.596
H -0.52 7.23 3.14 0.286
H -0.21 6.43 1.87 0.280
O 3.55 -3.60 -6.47 -0.605
H 2.63 -3.36 -6.29 0.294
H 4.01 -2.74 -6.48 0.314
O 1.02 -6.81 -4.61 -0.614
H 1.47 -6.02 -4.95 0.310
H 0.12 -6.51 -4.44 0.320
O -7.96 4.00 -7.43 -0.648
H -7.55 4.58 -6.77 0.358
H -7.24 3.78 -8.04 0.306
O -1.92 7.41 5.23 -0.636
H -2.38 7.03 5.99 0.303
H -2.41 7.08 4.47 0.335
O 2.28 -5.02 2.53 -0.570
H 1.44 -5.50 2.49 0.299
H 2.89 -5.65 2.95 0.282
O 2.54 -7.62 3.85 -0.582
H 1.69 -8.10 3.81 0.300
H 3.14 -8.25 4.28 0.323
O -0.12 4.50 -2.34 -0.729
H 0.66 4.87 -1.88 0.326
H -0.50 3.89 -1.69 0.142
O -2.56 -0.64 -7.80 -0.640
H -3.47 -0.43 -8.06 0.310
H -2.63 -0.86 -6.86 0.416
O 0.36 -8.76 5.14 -0.659
H 0.18 -9.34 5.90 0.319
H 0.06 -7.89 5.44 0.305
O 8.32 2.55 3.78 -0.625
H 9.08 3.15 3.82 0.304
H 7.61 3.09 3.42 0.319
O -2.00 -9.22 6.26 -0.615
H -2.18 -9.86 6.96 0.295
H -2.20 -9.70 5.44 0.341
O -2.34 -5.26 4.88 -0.603
H -2.27 -6.16 5.26 0.300
H -1.51 -5.16 4.38 0.306
O -2.13 -1.62 1.65 -0.441
H -2.60 -2.00 2.41 0.187
H -2.63 -1.95 0.89 0.265
O -4.26 -5.49 2.48 -0.574
H -4.73 -5.87 3.24 0.291
H -4.76 -5.82 1.72 0.258
O 4.70 -8.43 5.63 -0.640
H 5.64 -8.51 5.87 0.294
H 4.30 -8.00 6.41 0.315
O -5.97 7.89 -0.75 -0.656
H -6.38 7.09 -1.12 0.329
H -5.22 7.55 -0.24 0.327
O 10.56 5.07 4.20 -0.627
H 10.33 5.97 3.92 0.297
H 10.86 5.17 5.11 0.335
O -0.80 0.55 -9.86 -0.643
H -0.02 0.91 -9.41 0.309
H -1.18 -0.06 -9.21 0.346
O 13.26 4.35 5.46 -0.628
H 12.85 3.56 5.09 0.325
H 14.01 4.01 5.98 0.306
O -4.86 1.81 2.31 -0.621
H -5.04 1.17 3.02 0.299
H -5.07 1.32 1.50 0.286
O 6.17 -6.22 6.74 -0.610
H 6.93 -5.62 6.78 0.296
H 5.45 -5.68 6.37 0.324
O -2.10 6.14 -0.39 -0.531
H -1.65 6.35 0.44 0.235
H -1.40 6.21 -1.06 0.290
O -4.71 -2.46 3.35 -0.609
H -5.55 -2.94 3.31 0.296
H -4.10 -3.09 3.77 0.294
```

LUMO energy = -0.0893 Eh
highest occupied orbital energy = -9.58 eV
molar mass = 1082.6 g mol⁻¹
total energy = -8812.92607 hartree
max |F| = 12.187 eV/Å

***

No. 4
# C8H22N2O2Rb

C8H22N2O2Rb as an isolated structure (the ωB97M-V functional and the def2-TZVPD basis, the Open Molecules 2025 dataset).

Geometry as XYZ:
```
35
Properties=species:S:1:pos:R:3:mulliken_charge:R:1
Rb -2.53 -0.42 1.70 -0.177
C -1.32 -1.69 -2.96 -1.419
C -1.98 -1.46 -1.60 1.242
C -3.12 -0.39 -1.56 -0.989
O -2.74 0.93 -1.22 -0.265
C -1.75 1.72 -1.91 -0.642
N -2.33 -2.67 -0.87 -0.452
H -0.59 -0.95 -3.31 0.343
H -2.00 -1.76 -3.81 0.355
H -0.77 -2.62 -2.78 0.378
H -1.29 -0.96 -0.91 -0.462
H -3.82 -0.74 -0.80 0.377
H -3.58 -0.40 -2.54 0.319
H -0.73 1.41 -1.71 0.220
H -1.83 2.70 -1.45 0.247
H -1.93 1.88 -2.97 0.313
H -1.48 -3.21 -0.89 0.262
H -3.02 -3.15 -1.42 0.226
C 1.62 -1.10 0.71 -1.228
C 1.23 -0.11 1.88 0.499
C 2.41 0.66 2.53 -0.798
O 3.06 1.57 1.73 -0.281
C 3.99 2.40 2.29 -0.807
N 0.21 0.87 1.39 -0.264
H 2.28 -1.91 1.00 0.429
H 2.33 -0.50 0.14 0.336
H 0.77 -1.49 0.15 0.032
H 0.72 -0.72 2.63 0.282
H 3.16 -0.05 2.87 0.385
H 1.88 1.11 3.37 0.315
H 3.42 3.06 2.94 0.347
H 4.41 3.06 1.54 0.254
H 4.87 1.98 2.78 0.289
H -0.21 1.33 2.19 0.186
H 0.64 1.62 0.87 0.146
```

LUMO energy (alpha / beta) = 0.0089 / 0.0068 Eh
highest occupied orbital energy (alpha / beta) = -2.86 / -9.86 eV
molar mass = 263.7 g mol⁻¹
total energy = -601.93766 hartree
max |F| = 2.709 eV/Å
energy relative to the best compared isomer or geometry (same formula, charge and spin) = 45.0 kJ/mol
2S+1 = 2